Entry from the OMol25 dataset: a molecular structure, CaH16O8 at a distorted geometry (wB97M-V/def2-TZVPD).

CARTESIAN COORDINATES (ANGSTROEM)
Ca1 20.227 12.553 -22.172
O1 21.526 14.434 -21.327
H1 21.549 15.366 -21.167
H2 22.073 14.264 -20.574
O2 20.619 11.953 -19.872
H3 20.240 12.147 -18.991
H4 21.376 11.366 -19.636
O3 19.949 10.246 -21.998
H5 19.838 9.796 -21.207
H6 19.442 9.829 -22.657
O4 17.888 12.048 -22.507
H7 17.607 11.852 -23.384
H8 17.575 11.299 -21.998
O5 18.663 13.987 -20.633
H9 17.924 13.464 -20.358
H10 19.192 14.290 -19.867
O6 20.519 11.786 -24.502
H11 19.712 11.582 -24.971
H12 21.136 11.049 -24.773
O7 19.578 14.440 -23.518
H13 19.164 14.725 -24.367
H14 19.462 15.175 -22.960
O8 22.478 11.905 -22.170
H15 22.798 11.516 -21.370
H16 22.685 11.218 -22.825

For the molar mass, the calculation gives 184.2 u. The multiplicity is 1. As for the LUMO energy: -6.76 eV. Its net charge is +2. The value obtained for the relative energy (zero: lowest compared OMol25 entry of this formula, charge and spin) is 106.7 kJ/mol.

Entry from the OMol25 dataset: a molecular structure, CaH4N4O14 at a distorted geometry (wB97M-V/def2-TZVPD).

CARTESIAN COORDINATES (ANGSTROEM)
Ca1 -10.893 -14.749 -7.964
N1 -8.201 -15.668 -7.660
O1 -9.429 -15.613 -7.755
O2 -7.484 -15.401 -8.623
O3 -7.658 -16.035 -6.633
N2 -10.520 -12.924 -9.418
O4 -9.928 -12.300 -10.247
O5 -11.682 -13.159 -9.462
O6 -9.935 -13.289 -8.424
N3 -10.768 -16.678 -9.695
O7 -10.834 -15.433 -9.702
O8 -11.647 -17.340 -9.194
O9 -9.779 -17.191 -10.197
N4 -9.896 -13.303 -5.687
O10 -9.185 -12.326 -6.065
O11 -10.103 -14.177 -6.501
O12 -10.397 -13.303 -4.570
O13 -12.077 -13.631 -7.219
H1 -11.993 -12.683 -7.119
H2 -12.833 -13.863 -6.680
O14 -11.600 -16.005 -6.813
H3 -11.513 -16.194 -5.879
H4 -12.196 -16.680 -7.140

For the molar mass, the calculation gives 324.1 u. The multiplicity is 1. As for the LUMO energy: 4.73 eV. Its net charge is -2. The value obtained for the relative energy (zero: lowest compared OMol25 entry of this formula, charge and spin) is 1556.2 kJ/mol.

Entry from the OMol25 dataset: a molecular structure, CaI (wB97M-V/def2-TZVPD).

CARTESIAN COORDINATES (ANGSTROEM)
Ca1 -0.393 0.275 1.246
I1 0.393 -0.275 -1.246

For the molar mass, the calculation gives 167.0 u. The multiplicity is 1. As for the LUMO energy: -6.15 eV. Its net charge is +1. The value obtained for the relative energy (zero: lowest compared OMol25 entry of this formula, charge and spin) is 0.2 kJ/mol.

Entry from the OMol25 dataset: a molecular structure, CaI2 at a distorted geometry (wB97M-V/def2-TZVPD).

CARTESIAN COORDINATES (ANGSTROEM)
Ca1 -0.122 -0.245 -0.994
I1 -2.335 0.751 0.536
I2 2.457 -0.506 0.458

For the molar mass, the calculation gives 293.9 u. The multiplicity is 2. As for the LUMO energy (alpha / beta): -5.41 / -8.92 eV. Its net charge is +1. Its expectation value of S² is 0.76.

Entry from the OMol25 dataset: a molecular structure, Cd2H30O19P at a distorted geometry (wB97M-V/def2-TZVPD).

CARTESIAN COORDINATES (ANGSTROEM)
Cd1 0.599 3.647 -1.688
Cd2 -0.820 -3.221 2.190
P1 0.001 0.175 0.097
O1 0.970 1.346 0.550
O2 -1.086 -0.196 1.122
O3 0.714 -1.196 0.075
O4 -0.504 0.640 -1.292
O5 4.694 -1.966 1.831
H1 5.095 -1.101 1.914
H2 3.815 -1.791 1.493
O6 4.131 -1.474 -2.970
H3 4.182 -2.385 -3.256
H4 3.425 -1.465 -2.323
O7 2.162 -5.418 -2.826
H5 1.977 -4.898 -2.043
H6 1.488 -6.097 -2.828
O8 -0.941 4.879 -4.577
H7 -0.477 4.772 -5.407
H8 -1.821 5.160 -4.828
O9 3.049 2.495 -3.900
H9 3.668 2.958 -4.465
H10 3.459 1.645 -3.740
O10 1.354 -2.580 4.771
H11 1.478 -1.632 4.816
H12 2.106 -2.943 5.239
O11 -1.873 5.193 0.103
H13 -2.079 5.505 0.984
H14 -2.726 5.068 -0.313
O12 -2.717 -4.365 -0.626
H15 -3.506 -4.874 -0.812
H16 -2.571 -3.851 -1.420
O13 -5.462 0.901 0.841
H17 -5.925 0.822 1.675
H18 -4.557 0.666 1.045
O14 5.647 2.348 1.030
H19 5.713 3.296 0.913
H20 4.761 2.131 0.740
O15 -3.212 -3.900 4.260
H21 -3.213 -3.541 5.148
H22 -3.845 -4.616 4.290
O16 1.796 1.948 4.685
H23 2.498 2.530 4.977
H24 1.768 2.062 3.735
O17 -4.013 1.434 -3.846
H25 -3.729 1.364 -4.757
H26 -3.212 1.315 -3.335
O18 -2.526 1.741 5.523
H27 -1.629 1.671 5.851
H28 -2.487 1.376 4.639
O19 -1.902 -2.239 -4.340
H29 -2.066 -1.818 -5.184
H30 -1.649 -1.522 -3.759

For the molar mass, the calculation gives 590.0 u. The multiplicity is 1. As for the LUMO energy: -7.74 eV. Its net charge is +1. The value obtained for the relative energy (zero: lowest compared OMol25 entry of this formula, charge and spin) is 200.1 kJ/mol.

Entry from the OMol25 dataset: a molecular structure, CdF6H46O23P at a distorted geometry (wB97M-V/def2-TZVPD).

CARTESIAN COORDINATES (ANGSTROEM)
Cd1 -0.047 0.232 -0.571
P1 -3.323 -4.248 0.721
F1 -3.201 -3.795 2.292
F2 -2.493 -2.909 0.266
F3 -1.805 -4.936 0.895
F4 -3.563 -4.680 -0.842
F5 -4.081 -5.613 1.330
F6 -4.622 -3.279 0.663
O1 1.085 3.643 -1.744
H1 0.858 4.573 -1.771
H2 2.035 3.632 -1.632
O2 1.911 0.513 -4.936
H3 2.616 1.155 -5.025
H4 2.347 -0.283 -4.632
O3 -2.015 2.680 1.871
H5 -1.129 3.004 2.033
H6 -2.556 3.469 1.833
O4 -0.316 1.311 4.012
H7 -1.068 1.783 3.656
H8 0.398 1.948 3.996
O5 -1.823 0.514 0.392
H9 -2.574 -0.072 0.480
H10 -2.083 1.309 0.857
O6 -4.286 -0.351 0.825
H11 -5.089 0.011 1.200
H12 -4.431 -1.297 0.815
O7 1.500 -2.152 3.463
H13 1.198 -3.058 3.524
H14 0.704 -1.643 3.307
O8 3.111 1.789 2.233
H15 3.702 1.190 1.779
H16 3.413 1.782 3.142
O9 3.440 -3.219 -0.148
H17 2.670 -3.748 -0.359
H18 4.180 -3.737 -0.465
O10 1.183 -1.050 0.548
H19 1.028 -1.416 1.418
H20 2.020 -1.426 0.275
O11 0.114 4.424 1.523
H21 0.860 5.021 1.573
H22 -0.619 4.977 1.252
O12 -3.680 1.108 3.706
H23 -3.107 1.502 3.047
H24 -3.508 0.168 3.642
O13 -0.673 -1.516 -1.669
H25 -1.140 -1.733 -2.476
H26 -0.480 -2.364 -1.269
O14 -0.388 -4.069 -1.193
H27 -1.210 -4.024 -0.705
H28 -0.208 -5.005 -1.275
O15 -0.882 1.782 -1.705
H29 -1.665 2.272 -1.956
H30 -0.166 2.410 -1.801
O16 -0.587 1.026 -5.663
H31 -0.174 0.850 -6.509
H32 -0.037 0.567 -5.028
O17 3.537 1.699 -0.481
H33 3.981 2.521 -0.688
H34 4.214 1.155 -0.078
O18 0.697 1.750 0.664
H35 1.554 1.628 1.073
H36 0.537 2.692 0.718
O19 1.577 0.533 -1.932
H37 1.615 0.512 -2.888
H38 2.212 1.204 -1.682
O20 2.859 -1.786 -3.346
H39 2.901 -1.772 -2.390
H40 2.480 -2.639 -3.557
O21 -3.229 2.887 -2.478
H41 -3.971 3.375 -2.122
H42 -3.453 2.745 -3.398
O22 4.557 -0.577 0.858
H43 5.294 -0.597 1.469
H44 4.344 -1.498 0.709
O23 -0.999 -1.040 3.072
H45 -1.557 -1.435 3.742
H46 -0.496 -0.374 3.540

For the molar mass, the calculation gives 671.7 u. The multiplicity is 1. As for the LUMO energy: -3.30 eV. Its net charge is +1.

Entry from the OMol25 dataset: a molecular structure, CdH8IO4 at a distorted geometry (wB97M-V/def2-TZVPD).

CARTESIAN COORDINATES (ANGSTROEM)
Cd1 0.066 -0.216 -0.107
I1 1.485 2.984 1.712
O1 -1.410 1.539 -2.231
H1 -1.960 1.205 -2.938
H2 -1.501 2.490 -2.284
O2 2.633 -0.704 -1.730
H3 2.867 -1.533 -2.148
H4 3.353 -0.113 -1.953
O3 -2.559 0.306 1.337
H5 -3.337 0.466 0.803
H6 -2.882 0.310 2.239
O4 0.983 -1.984 2.160
H7 1.808 -2.463 2.242
H8 0.455 -2.289 2.898

For the molar mass, the calculation gives 311.4 u. The multiplicity is 1. As for the LUMO energy: -7.42 eV. Its net charge is +1. The value obtained for the relative energy (zero: lowest compared OMol25 entry of this formula, charge and spin) is 234.4 kJ/mol.

Entry from the OMol25 dataset: 2 unconnected molecules or ions with the total composition Cl2FHOP at a distorted geometry (wB97M-V/def2-TZVPD).

CARTESIAN COORDINATES (ANGSTROEM)
O1 1.987 1.150 -0.258
F1 -0.599 -1.523 0.926
P1 -0.757 -0.270 -0.044
Cl1 -1.479 -1.042 -1.694
Cl2 -1.917 0.957 0.944
H1 2.764 0.728 0.127

For the molar mass, the calculation gives 137.9 u. The multiplicity is 1. As for the LUMO energy (alpha / beta): -9.20 / -6.58 eV. Its net charge is +1. The value obtained for the relative energy (zero: lowest compared OMol25 entry of this formula, charge and spin) is 476.4 kJ/mol.

Entry from the OMol25 dataset: Cl2H2NO2PS in the gas phase at a distorted geometry (wB97M-V/def2-TZVPD).

CARTESIAN COORDINATES (ANGSTROEM)
N1 1.328 0.365 0.260
P1 -0.045 -0.527 0.366
S1 -0.494 -1.556 1.981
O1 -1.275 0.585 -0.359
Cl1 -1.147 2.262 -0.047
O2 -0.442 -1.583 -0.758
Cl2 -0.911 -1.230 -2.368
H1 1.430 1.204 -0.324
H2 1.555 0.479 1.250

For the molar mass, the calculation gives 182.0 u. As for the structure (SMILES): NP(=S)(OCl)OCl. The multiplicity is 1. As for the LUMO energy: -0.84 eV. The value obtained for the relative energy (zero: lowest compared OMol25 entry of this formula, charge and spin) is 265.0 kJ/mol.

Entry from the OMol25 dataset: a molecular structure, Cl2H2O2P2 at a distorted geometry (wB97M-V/def2-TZVPD).

CARTESIAN COORDINATES (ANGSTROEM)
O1 0.932 -0.942 -1.278
O2 0.006 0.877 0.162
P1 1.202 -0.064 -0.138
P2 -1.465 0.266 -0.514
Cl1 -2.559 1.335 0.638
Cl2 -1.613 -1.508 0.373
H1 1.344 -0.813 0.969
H2 2.153 0.849 -0.212

For the molar mass, the calculation gives 166.9 u. The multiplicity is 1. As for the LUMO energy: 0.74 eV. The value obtained for the relative energy (zero: lowest compared OMol25 entry of this formula, charge and spin) is 44.4 kJ/mol.

Entry from the OMol25 dataset: 2 unconnected molecules or ions with the total composition Cl2H2OSi at a distorted geometry (wB97M-V/def2-TZVPD).

CARTESIAN COORDINATES (ANGSTROEM)
O1 0.013 0.125 -0.424
Si1 -1.400 -0.260 -0.067
Cl1 -2.666 1.286 -0.141
H1 -1.449 -1.434 0.747
Cl2 3.332 0.382 -0.106
H2 2.170 -0.097 -0.009

For the molar mass, the calculation gives 117.0 u. As for the structure (SMILES): O=[SiH]Cl.Cl. The multiplicity is 1. As for the LUMO energy: -1.20 eV. The value obtained for the relative energy (zero: lowest compared OMol25 entry of this formula, charge and spin) is 289.3 kJ/mol.

Entry from the OMol25 dataset: 2 unconnected molecules or ions with the total composition Cl2H3PSi at a distorted geometry (wB97M-V/def2-TZVPD).

CARTESIAN COORDINATES (ANGSTROEM)
Si1 -1.216 0.194 -0.528
P1 1.946 -0.887 0.830
Cl1 -2.063 1.696 0.488
Cl2 -2.198 -1.529 -0.212
H1 -1.054 0.483 -1.935
H2 2.015 0.278 1.593
H3 2.571 -0.236 -0.237

For the molar mass, the calculation gives 133.0 u. The multiplicity is 1. As for the LUMO energy (alpha / beta): -1.21 / -1.05 eV. The value obtained for the relative energy (zero: lowest compared OMol25 entry of this formula, charge and spin) is 279.5 kJ/mol.